(1)
Here is an isolated molecule of C5H8N2OS at a distorted geometry from the Open Molecules 2025 dataset. Energies are from the ωB97M-V functional and the def2-TZVPD basis.

Each line ends with the Mulliken charge.
Cartesian coordinates (Å):
C: 0.7110 1.2031 1.3187  -0.9931
S: 2.1697 -2.1950 -1.9777  -0.2538
H: 0.0059 -2.7355 -1.1991  0.3494
C: -1.8696 -0.7498 0.4968  0.2531
H: 1.6357 0.0869 -2.2344  0.2297
C: 0.2927 -0.6167 -0.9247  0.4593
H: -0.3436 1.9887 -0.2661  0.3314
N: 0.8211 0.3211 -1.6176  -0.5463
H: 0.4905 1.1884 2.3968  0.3059
O: -2.0881 -1.9250 0.4323  -0.5212
C: 0.7530 -1.9990 -1.2643  -0.3004
H: -2.4269 0.0762 1.0837  0.2082
H: 1.4865 0.5442 1.0121  0.2731
H: 1.1494 2.2129 1.3807  0.3146
C: -0.5278 1.2127 0.3993  -0.4427
N: -0.7212 -0.1447 -0.0083  0.1063
H: -1.5383 1.5316 0.9718  0.2265

Output
- LUMO (spin up / spin down): -1.284 / -1.284 eV
- Calculated total energy: -778.17488 Eh
- HOMO level (spin up / spin down): -9.343 / -9.343 eV
- Relative energy (zero: lowest compared OMol25 entry of this formula, charge and spin): 3.399 eV



(2)
Here is a structure of composition C5H8N2OS at a distorted geometry from the Open Molecules 2025 dataset. Energies are from the ωB97M-V functional and the def2-TZVPD basis.

Each line ends with the Mulliken charge.
Cartesian coordinates (Å):
C: 2.2744 -0.7910 0.3765  -1.2229
H: -1.2983 1.3333 -0.7333  0.3315
H: -2.8370 -0.9660 -1.5229  0.3056
O: -0.9223 -2.5373 0.2090  -0.1299
H: 2.2755 0.3145 0.8112  0.2744
S: -3.5503 0.3061 0.2509  -0.1646
H: 2.6230 -0.8393 -0.5546  0.3602
N: 0.4231 -2.5931 0.4595  -0.5821
H: -3.1206 -0.1177 1.4767  0.1790
H: 0.1902 1.5156 0.1498  0.4159
H: 2.8039 -1.5207 0.9534  0.4135
C: -0.3186 0.9504 -0.5355  -1.4074
N: -3.0206 -1.0802 -0.5377  -0.3819
C: -0.1969 -0.4455 -0.0916  0.9345
C: -1.2209 -1.3224 -0.0905  -0.1250
H: 0.3015 1.2351 -1.4033  0.3128
C: 0.8859 -1.3509 0.2510  0.4864

Output
- LUMO: 0.485 eV
- Calculated total energy: -778.08931 Eh
- HOMO level: -8.446 eV
- Relative energy (zero: lowest compared OMol25 entry of this formula, charge and spin): 5.728 eV



(3)
Here is a cluster of 2 separate species, C5H8N2OS3 in total at a distorted geometry from the Open Molecules 2025 dataset. Energies are from the ωB97M-V functional and the def2-TZVPD basis.

Each line ends with the Mulliken charge.
Cartesian coordinates (Å):
H: -0.2404 -0.5932 -2.3647  0.4285
H: -2.2604 -1.4892 0.1720  0.2312
H: -0.0304 0.5280 1.7815  0.2667
H: 4.4222 1.1897 -1.4455  0.1475
H: -0.7555 -0.9303 1.0737  0.0460
N: -2.4287 2.1568 0.2007  -0.6047
O: -0.9420 1.9370 -1.4555  -0.3001
N: -2.1744 0.8491 -0.0592  -0.0981
H: 1.5509 -1.2281 -0.1442  0.6274
S: 3.7161 0.3713 -0.6581  -0.2586
H: -1.5086 3.8188 -0.7247  0.3801
C: 1.1267 -0.3540 0.1581  -0.3779
C: -1.7804 2.7726 -0.7053  -0.0057
S: 1.7592 1.1302 -0.3464  0.0799
C: 0.2166 -0.4549 1.3361  -0.8076
C: -1.3414 0.7126 -1.0653  0.8361
C: -0.7566 -0.5051 -1.4345  -0.8174
H: 0.7807 -0.9899 2.0661  0.3888
S: -1.5595 -1.9782 -0.9499  -0.1619

Output
- LUMO (spin up / spin down): -0.544 / -0.872 eV
- Calculated total energy: -1574.48239 Eh
- HOMO level (spin up / spin down): -7.470 / -7.323 eV
- Relative energy (zero: lowest compared OMol25 entry of this formula, charge and spin): 0.000 eV



(4)
Here is an isolated molecule of C5H8N2S at a distorted geometry from the Open Molecules 2025 dataset. Energies are from the ωB97M-V functional and the def2-TZVPD basis.

Each line ends with the Mulliken charge.
Cartesian coordinates (Å):
H: -1.3235 1.8267 0.3676  0.3143
H: -0.5939 -1.2021 1.4136  0.3085
C: -0.5446 1.1696 -0.1268  -0.7033
H: 2.6312 1.1025 -0.8377  0.3770
C: 0.6946 0.6630 0.4736  0.0592
H: -0.3600 1.8080 -0.9781  0.3277
H: -0.7719 -0.6761 -1.4804  0.3014
H: 1.5077 -2.3904 0.6531  0.3154
C: -0.0728 -0.7483 0.5060  0.1135
C: -1.1297 -0.2082 -0.4911  -0.4727
N: 1.9938 -0.8107 -0.7049  -0.5316
C: 1.7349 0.4809 -0.5802  -0.3964
N: 1.0241 -1.6584 -0.0706  -0.2499
H: 1.0741 1.3829 1.2438  0.3086
H: -2.9334 -0.2512 0.9784  0.1158
S: -2.9306 -0.4883 -0.3664  -0.1876

Output
- LUMO: 0.834 eV
- Calculated total energy: -702.88469 Eh
- HOMO level: -8.919 eV
- Relative energy (zero: lowest compared OMol25 entry of this formula, charge and spin): 3.955 eV